(1)
Computed, not measured: a molecular structure, C25H37As2BN3O7STc, with ωB97M-V/def2-TZVPD.

The strongest force on any atom comes out at 0.8 eV/Å. Its frontier orbital gap (alpha / beta) is 0.2738 / 0.2696 Eh. As for the HOMO energy (alpha / beta): -10.000 / -10.080 eV.

```
! wB97M-V def2-TZVPD RIJCOSX def2/J DEFGRID3
* xyz 1 4
Tc -0.0004 1.0360 0.2690
O -4.8620 -2.0454 2.7384
C -3.8357 -1.3667 2.2034
C -3.2516 -0.2543 2.7922
C -2.1889 0.3546 2.1545
N -1.6954 -0.0835 0.9903
C -2.2969 -1.1312 0.4055
C -3.3519 -1.8077 0.9687
C -1.8263 -1.5648 -0.9665
O -2.1234 -2.6098 -1.4653
O -1.0246 -0.6348 -1.5297
C -1.5711 1.6299 2.7294
O -2.0620 2.1232 3.7198
O -0.5772 2.0952 2.0396
H -5.1210 -1.6647 3.5870
H -3.5958 0.1693 3.7265
H -3.7963 -2.6481 0.4577
C 1.5524 -2.6680 0.1188
As 1.7659 -0.7518 0.2497
C 2.8620 -0.6178 1.8525
C 3.0205 -0.3263 -1.1733
C 3.8082 -1.2935 -1.7869
C 4.6737 -0.9368 -2.8124
C 4.7609 0.3859 -3.2212
C 3.9780 1.3550 -2.6086
C 3.1013 1.0033 -1.5892
As 1.9221 2.2939 -0.7443
C 3.1012 3.2273 0.4777
C 1.6515 3.6217 -2.1124
H 2.5107 -3.1613 0.2815
H 1.1490 -2.9478 -0.8534
H 0.8535 -2.9777 0.8962
H 3.8941 -0.8735 1.6145
H 2.4762 -1.3119 2.5986
H 2.8094 0.3911 2.2558
H 3.7518 -2.3298 -1.4792
H 5.2790 -1.6937 -3.2932
H 5.4363 0.6637 -4.0189
H 4.0513 2.3836 -2.9421
H 3.9778 3.5676 -0.0729
H 3.4066 2.5634 1.2824
H 2.5743 4.0818 0.8997
H 2.6001 4.0975 -2.3592
H 0.9524 4.3599 -1.7211
H 1.2113 3.1559 -2.9900
C -2.7136 5.1317 1.7440
N -2.0082 4.1793 0.9048
C -2.3993 3.8095 -0.3055
N -3.4151 4.4733 -0.8750
S -1.6597 2.5439 -1.1933
H -2.4029 4.9643 2.7715
H -3.7918 4.9680 1.6964
H -2.4857 6.1626 1.4666
H -1.3248 3.5735 1.3504
H -3.8364 5.2807 -0.4505
H -3.7114 4.1972 -1.7948
C 0.8218 1.4987 -5.2984
C 0.2974 0.2003 -4.7282
C 1.2591 -0.9425 -5.0107
O 0.2347 0.3294 -3.2679
B -0.8354 -0.4236 -2.9043
O -1.6487 -0.8553 -3.8908
C -1.1886 -0.1354 -5.0896
C -2.0703 1.0928 -5.2100
C -1.3473 -1.0481 -6.2854
H 1.8095 1.6993 -4.8801
H 0.1723 2.3414 -5.0738
H 0.9298 1.4205 -6.3813
H 2.2176 -0.7191 -4.5403
H 1.4194 -1.0718 -6.0804
H 0.8866 -1.8830 -4.6033
H -1.9496 1.7658 -4.3589
H -3.1110 0.7727 -5.2474
H -1.8504 1.6462 -6.1234
H -0.9045 -2.0240 -6.1049
H -0.8720 -0.6059 -7.1626
H -2.4033 -1.1884 -6.5105
*
```

(2)
Computed, not measured: a molecular structure, C25H37BN8O2V in a non-equilibrium geometry, with ωB97M-V/def2-TZVPD.

The strongest force on any atom comes out at 1.5 eV/Å. Its frontier orbital gap (alpha / beta) is 0.3327 / 0.3315 Eh. The calculation puts the relative energy (zero: lowest compared OMol25 entry of this formula, charge and spin) at 0.5471 eV. As for the HOMO energy (alpha / beta): -11.328 / -11.333 eV.

```
! wB97M-V def2-TZVPD RIJCOSX def2/J DEFGRID3
* xyz 1 3
V 0.0547 0.3390 0.0503
C -2.5397 2.4735 -1.4828
C -2.8589 1.2578 -0.6711
C -4.1211 0.7899 -0.2835
C -3.9046 -0.4437 0.2959
C -4.8864 -1.4345 0.8295
N -2.5781 -0.6791 0.2866
N -1.9298 0.3784 -0.2908
B -1.8450 -2.0616 0.2023
N -1.1405 -2.0956 -1.1776
N -0.1326 -1.2004 -1.4124
C 0.4376 -1.5551 -2.5660
C 1.6139 -0.8646 -3.1819
C -0.2150 -2.6826 -3.0804
C -1.2039 -2.9971 -2.1708
C -2.1979 -4.1120 -2.1859
N -0.7047 -2.1884 1.2597
N 0.4075 -1.3955 1.1098
C 1.3970 -1.9656 1.8011
C 2.7874 -1.4261 1.9046
C 0.9175 -3.1325 2.4104
C -0.4027 -3.2512 2.0321
C -1.3905 -4.3240 2.3542
H -2.7057 3.4016 -0.9318
H -3.1988 2.5007 -2.3494
H -1.5146 2.4465 -1.8477
H -5.0723 1.2721 -0.4462
H -5.8178 -0.9315 1.0791
H -4.5069 -1.9305 1.7213
H -5.1068 -2.2064 0.0899
H -2.6351 -2.9512 0.3284
H 2.3767 -0.6169 -2.4441
H 1.3202 0.0563 -3.6847
H 2.0646 -1.5282 -3.9178
H 0.0167 -3.2046 -3.9957
H -2.0671 -4.7017 -3.0902
H -3.2217 -3.7354 -2.1674
H -2.0716 -4.7722 -1.3270
H 3.2411 -1.3075 0.9225
H 3.3898 -2.1196 2.4873
H 2.8126 -0.4506 2.3882
H 1.4770 -3.8057 3.0402
H -0.9777 -4.9812 3.1163
H -1.6212 -4.9260 1.4745
H -2.3277 -3.9091 2.7248
N -0.7762 0.5795 2.3556
C 0.0576 1.3310 3.3138
C -0.0298 2.8245 3.0709
C 0.5168 3.2621 1.7271
N -0.2256 2.6192 0.6149
H -1.7280 0.9381 2.3555
H -0.8459 -0.3839 2.6623
H 1.0903 0.9949 3.1885
H -0.2334 1.1138 4.3419
H 0.5261 3.3376 3.8562
H -1.0730 3.1512 3.1679
H 1.5646 2.9764 1.6396
H 0.4601 4.3472 1.6456
H 0.0478 3.0483 -0.2635
H -1.2157 2.8155 0.7166
O 2.0659 0.8974 0.3153
C 1.9955 1.4660 -0.8172
O 0.8898 1.3311 -1.4639
C 3.1048 2.2584 -1.3691
C 4.2701 2.4185 -0.6231
C 5.3148 3.1663 -1.1392
C 5.1935 3.7475 -2.3967
C 4.0315 3.5839 -3.1422
C 2.9827 2.8382 -2.6287
H 4.3437 1.9505 0.3505
H 6.2247 3.2960 -0.5671
H 6.0120 4.3307 -2.8000
H 3.9460 4.0359 -4.1216
H 2.0713 2.6964 -3.1944
*
```

(3)
Computed, not measured: a molecular structure, C25H37BeF6O15Zn in a non-equilibrium geometry, with ωB97M-V/def2-TZVPD.

The strongest force on any atom comes out at 4.2 eV/Å. Its frontier orbital gap (alpha / beta) is 0.1403 / 0.1359 Eh. As for the HOMO energy (alpha / beta): -13.809 / -13.809 eV.

```
! wB97M-V def2-TZVPD RIJCOSX def2/J DEFGRID3
* xyz 2 2
Zn -0.8743 41.8038 12.9933
Be -2.6271 39.3954 9.8916
C -3.2904 40.7084 13.3568
O -2.6570 41.6621 14.1992
O -2.4003 40.6714 12.2175
C -3.6235 39.2933 14.1016
F -4.3560 39.4522 15.2054
F -4.3505 38.4048 13.5074
F -2.5376 38.6769 14.5148
C -3.4517 42.7058 14.8303
C -2.4281 43.6374 15.5217
H -1.8575 43.0859 16.2690
H -1.6598 44.0622 14.8756
H -2.9394 44.4242 16.0762
H -4.1152 42.3351 15.6115
H -3.9729 43.3404 14.1136
H -4.1916 41.2174 13.0149
C 1.1082 41.0030 14.8943
O 0.3968 40.0526 14.0144
O 0.4959 42.1678 14.5088
C 1.0778 40.6731 16.4081
F 1.5538 41.6443 17.0933
F -0.0925 40.3082 16.8868
F 1.8410 39.5716 16.7251
C 0.8124 38.6084 14.0694
C 0.4091 38.0603 12.7362
H 0.3141 36.9745 12.7241
H -0.6339 38.3720 12.6809
H 1.0350 38.5356 11.9810
H 0.4008 38.1398 14.9633
H 1.8884 38.4373 14.0368
H 2.1318 40.9178 14.5296
O 1.3582 41.5391 9.4121
C 0.5359 40.8700 10.2476
O 0.3320 41.4442 11.3522
O -0.0854 39.8255 9.9208
H 1.3042 41.0292 8.6005
O -1.5444 40.1059 7.3239
C -1.2106 40.0602 6.1570
O 0.0702 40.0602 5.8206
C 0.2625 40.1018 4.3938
C -1.0681 40.7946 3.9482
C -2.0514 40.1175 4.8995
H 0.4424 39.1568 3.8813
H 1.1253 40.7457 4.2237
H -1.4235 40.7145 2.9209
H -0.8932 41.8354 4.2209
H -2.2463 39.0872 4.6017
H -3.0290 40.5817 5.0294
O -1.3104 37.5264 8.7579
C -0.3379 36.8177 8.5139
O 0.1259 36.5734 7.2630
C 1.3257 35.7120 7.1635
C 1.9501 35.9805 8.5754
C 0.7053 36.2823 9.4530
H 1.9871 36.1309 6.4052
H 1.1320 34.6588 6.9601
H 2.5121 36.9119 8.5072
H 2.6063 35.1839 8.9260
H 0.8192 37.0724 10.1952
H 0.2892 35.4367 10.0007
O 6.0100 40.8883 9.9803
C 5.1540 40.1931 10.3634
O 4.7400 40.3089 11.6256
C 3.6304 39.5402 11.9008
C 3.4869 38.5566 10.7535
C 4.3972 39.0982 9.6206
H 2.7931 40.1612 12.2194
H 3.7956 38.8430 12.7221
H 2.4617 38.5321 10.3841
H 3.7321 37.5407 11.0631
H 3.8735 39.6165 8.8174
H 5.1720 38.4620 9.1927
O 4.6487 43.5924 9.9428
C 3.6495 43.9509 10.6947
O 3.5375 43.5403 11.9915
C 2.3815 44.1558 12.5741
C 1.9576 45.2447 11.5729
C 2.4665 44.7816 10.2357
H 2.7222 44.4833 13.5563
H 1.5227 43.5542 12.8719
H 2.3977 46.1817 11.9142
H 0.8767 45.3856 11.5635
H 2.8187 45.5653 9.5650
H 1.6881 44.2645 9.6747
*
```

(4)
Computed, not measured: a molecular structure, C25H37Br4N3O6S3SiY, with ωB97M-V/def2-TZVPD.

The strongest force on any atom comes out at 0.2 eV/Å. Its frontier orbital gap is 0.2487 Eh. The calculation puts the relative energy (zero: lowest compared OMol25 entry of this formula, charge and spin) at 0.2098 eV. As for the HOMO energy: -4.762 eV.

```
! wB97M-V def2-TZVPD RIJCOSX def2/J DEFGRID3
* xyz -1 1
Y 0.0715 -0.6633 -1.3108
C 2.5073 -2.2772 1.3431
C 1.2634 -1.6877 1.9910
C 1.5847 -1.1847 3.3949
C 0.1309 -2.6955 2.0781
O 0.7961 -0.5887 1.1250
Si 1.0948 1.0544 1.3630
S 0.3068 1.9149 -0.3293
O 0.4577 1.5972 2.7812
C -0.8919 1.8653 3.1780
C -1.2986 3.2442 2.6688
C -1.8384 0.7927 2.6513
C -0.8803 1.8538 4.7022
O 2.7133 1.1527 1.5743
C 3.5310 2.2549 1.9860
C 4.8885 2.0246 1.3366
C 3.6460 2.2222 3.5064
C 2.9404 3.5820 1.5218
H 2.8889 -3.0980 1.9543
H 3.2791 -1.5096 1.2636
H 2.2724 -2.6690 0.3539
H 1.9222 -2.0369 3.9872
H 0.7044 -0.7595 3.8761
H 2.3754 -0.4365 3.3863
H 0.4335 -3.5248 2.7206
H -0.1188 -3.0990 1.1036
H -0.7613 -2.2345 2.5046
H -1.2804 3.2676 1.5796
H -0.6033 3.9987 3.0423
H -2.3029 3.4930 3.0189
H -1.8131 0.7527 1.5617
H -2.8617 1.0047 2.9674
H -1.5575 -0.1899 3.0320
H -0.1780 2.6012 5.0748
H -0.5712 0.8754 5.0727
H -1.8738 2.0783 5.0952
H 5.2890 1.0577 1.6446
H 5.5925 2.8067 1.6280
H 4.7872 2.0242 0.2510
H 4.0817 1.2747 3.8288
H 2.6582 2.3233 3.9569
H 4.2846 3.0351 3.8585
H 2.8128 3.5860 0.4394
H 3.6059 4.4002 1.8048
H 1.9659 3.7541 1.9830
Br -1.2712 -7.7035 -1.1388
C -1.4778 -5.8246 -1.0804
C -2.7357 -5.2571 -0.9545
Br -4.2820 -6.3405 -0.8506
C -2.8614 -3.8608 -0.8994
Br -4.5399 -3.0061 -0.7150
C -1.7547 -3.0319 -0.9731
O -1.8046 -1.7161 -0.9140
C -0.4567 -3.6174 -1.1347
O 0.5544 -2.7847 -1.2021
C -0.3453 -4.9995 -1.1637
Br 1.4050 -5.6948 -1.3125
N 2.3195 -0.2107 -4.1313
C 1.7558 -0.3989 -3.1347
S -1.7084 -2.6177 -4.5260
C -1.5619 -1.2309 -5.4147
N -0.3331 -0.5999 -5.4828
C -0.1328 0.6058 -6.0189
C -1.1696 1.2413 -6.6379
C -2.3879 0.5309 -6.6547
N -2.5947 -0.6271 -6.0882
H 0.4392 -1.0110 -4.9598
H 0.8699 0.9960 -5.9045
H -1.0571 2.2082 -7.1018
H -3.2460 0.9618 -7.1668
C -2.4419 2.7767 -2.8217
S -2.7156 1.0064 -2.8664
C -3.4142 0.8300 -1.2319
O -1.3160 0.4389 -2.8110
H -1.9519 3.0452 -3.7559
H -1.7970 3.0034 -1.9727
H -3.4053 3.2806 -2.7430
H -4.3995 1.2974 -1.2407
H -2.7496 1.3124 -0.5138
H -3.4870 -0.2394 -1.0332
*
```

(5)
Computed, not measured: a molecular structure, C25H37CoN4O4Si2 in a non-equilibrium geometry, with ωB97M-V/def2-TZVPD.

The strongest force on any atom comes out at 1.2 eV/Å. Its frontier orbital gap (alpha / beta) is 0.2443 / 0.2681 Eh. As for the HOMO energy (alpha / beta): -13.379 / -14.127 eV.

```
! wB97M-V def2-TZVPD RIJCOSX def2/J DEFGRID3
* xyz 2 5
Co 0.9622 0.2832 0.4569
O 4.7909 0.3859 -1.6009
C 3.7460 0.4079 -0.8163
O 2.6437 -0.0306 -1.1188
C 3.9491 1.0581 0.4970
C 5.1799 1.4852 0.9841
C 5.2139 2.1130 2.2202
C 4.0199 2.3431 2.8961
C 2.8316 1.9152 2.3155
N 2.8026 1.2529 1.1539
C 1.4530 2.1993 2.8115
O 1.2582 2.6937 4.0138
O 0.5191 1.9593 2.0724
H 4.6131 -0.0114 -2.4716
H 6.0741 1.3288 0.4004
H 6.1492 2.4465 2.6399
H 4.0287 2.8649 3.8407
H 2.0533 2.8657 4.5394
C 0.9099 -3.0861 -1.6268
Si -1.4743 -1.5854 0.1112
C -1.2620 -3.2047 1.1108
C -2.8757 -1.9642 -1.1123
C -1.7317 -0.1198 1.2840
C -0.8812 -0.2445 2.4109
C -1.3125 0.0172 3.7275
C -0.4739 -0.2372 4.7848
C 0.8022 -0.7428 4.5357
C 1.1904 -0.9340 3.2242
N 0.3880 -0.6958 2.1907
Si -2.6379 1.5052 0.8851
C -3.0472 2.5343 2.4271
C -1.2875 2.4148 -0.1510
C -4.1617 1.1794 -0.2053
H 0.1515 -3.7635 -2.0127
H 1.0752 -3.3103 -0.5783
H 1.8446 -3.2478 -2.1596
H -1.5115 -4.0692 0.5037
H -1.9410 -3.1964 1.9580
H -0.2599 -3.3508 1.4963
H -2.6859 -2.9093 -1.6138
H -3.0437 -1.2037 -1.8641
H -3.8024 -2.0782 -0.5610
H -2.3121 0.3822 3.8890
H -0.7936 -0.0608 5.8000
H 1.4667 -0.9907 5.3458
H 2.1756 -1.3229 2.9944
H -2.1688 2.7212 3.0366
H -3.8030 2.0644 3.0480
H -3.4482 3.4964 2.1238
H -0.3934 1.7784 -0.2745
H -0.9710 3.3070 0.3766
H -1.6351 2.7052 -1.1368
H -4.8001 0.4033 0.2038
H -3.9055 0.9009 -1.2224
H -4.7585 2.0840 -0.2680
N -0.0075 -1.0301 -0.6953
C 0.4531 -1.6659 -1.7665
N 0.5122 -1.0850 -2.9519
C 0.1941 0.3169 -3.1186
C -1.2652 0.4713 -3.5427
C -1.5385 -0.3586 -4.7993
C -1.0255 -1.7903 -4.6584
C 0.4456 -1.8026 -4.2118
H 0.8527 0.7177 -3.8949
H 0.3956 0.8327 -2.1752
H -1.4740 1.5229 -3.7373
H -1.9010 0.1479 -2.7181
H -1.0568 0.1110 -5.6574
H -2.6103 -0.3843 -4.9990
H -1.1313 -2.3076 -5.6117
H -1.6250 -2.3236 -3.9184
H 1.0691 -1.2833 -4.9465
H 0.7994 -2.8257 -4.1128
*
```

(6)
Computed, not measured: 10 unconnected molecules or ions with the total composition C25H38Cl12N4O3 in a non-equilibrium geometry, with ωB97M-V/def2-TZVPD.

The strongest force on any atom comes out at 4.6 eV/Å. Its frontier orbital gap is 0.2840 Eh. Its SMILES is ClC(Cl)(Cl)Cl.ClC(Cl)(Cl)Cl.ClC(Cl)(Cl)Cl.c1cc[nH]c1.c1cc[nH]c1.c1cc[nH]c1.c1cc[nH]c1.CCO.CCO.CCO. As for the HOMO energy: -7.817 eV.

```
! wB97M-V def2-TZVPD RIJCOSX def2/J DEFGRID3
* xyz 0 1
N -3.0623 -38.1583 5.8298
C -2.1299 -39.1628 6.0147
C -0.8936 -38.6763 5.9601
C -1.0323 -37.2763 5.6923
C -2.4038 -36.9969 5.6448
H -4.0356 -38.3812 5.6782
H -2.4475 -40.1950 6.0263
H 0.0637 -39.1701 6.0379
H -0.1656 -36.6465 5.5558
H -2.9210 -36.0502 5.5934
N 2.2965 -33.7079 5.0713
C 1.9907 -34.2199 3.8389
C 3.0905 -34.8766 3.3493
C 4.0067 -34.7961 4.3513
C 3.5190 -34.1489 5.3987
H 1.6891 -33.1789 5.6806
H 1.0483 -34.0883 3.3281
H 3.1599 -35.2839 2.3515
H 4.9853 -35.2449 4.2650
H 3.8935 -33.8493 6.3664
N 7.3841 -37.6280 7.4988
C 7.4258 -36.8844 8.6268
C 6.3338 -35.9768 8.5778
C 5.5409 -36.3116 7.4614
C 6.2684 -37.2564 6.8132
H 8.0340 -38.3491 7.2198
H 8.2034 -36.8558 9.3757
H 6.1168 -35.2458 9.3426
H 4.5979 -35.8875 7.1493
H 6.1220 -37.9032 5.9608
N 3.8723 -38.6681 9.2992
C 4.2262 -39.0948 10.5703
C 4.1157 -40.4543 10.5866
C 3.7465 -40.8916 9.2740
C 3.4720 -39.7544 8.5360
H 3.8653 -37.7443 8.8910
H 4.5101 -38.2761 11.2149
H 4.4591 -41.0873 11.3915
H 3.5970 -41.9114 8.9514
H 3.2061 -39.7017 7.4905
C 1.1323 -30.8606 9.4652
Cl 0.6459 -29.7106 10.7674
Cl 2.2664 -32.0415 10.0029
Cl -0.3180 -31.7530 9.0020
Cl 1.8059 -29.8230 8.1245
C -2.0615 -38.1546 12.8253
Cl -3.0153 -39.6247 12.8716
Cl -0.9683 -38.2193 11.3156
Cl -3.0415 -36.6572 12.5859
Cl -1.1163 -38.1273 14.3153
C -1.8059 -32.2125 4.8187
Cl -0.9943 -33.3675 5.7867
Cl -3.3527 -32.8647 4.3381
Cl -2.0624 -30.6862 5.7375
Cl -0.6608 -31.7267 3.5728
C 0.9478 -35.0102 8.5814
C 1.4052 -36.4082 8.8810
O 2.1195 -36.7534 7.7447
H 0.3426 -34.6139 9.3967
H 0.4193 -35.0500 7.6289
H 1.8039 -34.3509 8.4386
H 0.5028 -36.9800 9.0974
H 2.0402 -36.4007 9.7669
H 1.4739 -37.1092 7.1298
C 3.0530 -39.1737 4.0977
C 3.0737 -38.8428 2.6058
O 3.7154 -39.8714 1.8579
H 3.9480 -39.6599 4.4861
H 2.2636 -39.9228 4.1586
H 2.8330 -38.3707 4.8011
H 3.5900 -37.8901 2.4883
H 2.0622 -38.6637 2.2413
H 3.3801 -39.7933 0.9618
C 1.0634 -34.3817 13.3951
C -0.3103 -34.2488 12.8263
O -0.8293 -32.9515 13.1406
H 1.0812 -34.3894 14.4849
H 1.7848 -33.5894 13.1952
H 1.3893 -35.3697 13.0700
H -0.9214 -35.0803 13.1774
H -0.2297 -34.4539 11.7588
H -1.3295 -32.8926 13.9579
*
```